{
  "formula": "C4H6O2",
  "method": "ωB97M-V/def2-TZVPD",
  "symbols": ["C", "C", "O", "C", "C", "O", "H", "H", "H", "H", "H", "H"],
  "xyz": [[1.797353, 0.812210, -0.939448], [0.563729, -0.432141, 0.573111], [0.582622, 0.627959, -0.195108], [-0.845822, -0.520524, 1.152246], [-1.869393, -0.652492, 0.039832], [-2.448744, -1.677833, -0.219878], [1.591037, 0.528642, -1.973360], [2.571635, 0.171899, -0.513100], [2.068851, 1.867944, -0.889977], [-0.915622, -1.389845, 1.808058], [-1.061832, 0.398328, 1.716800], [-2.033812, 0.265857, -0.559176]],
  "forces_ev_per_angstrom": [[0.230, 0.084, -0.189], [-0.388, 0.390, -0.169], [-0.010, -0.460, 0.269], [0.076, -0.198, 0.136], [-0.140, -0.262, -0.153], [0.240, 0.474, 0.166], [0.076, 0.065, 0.108], [-0.100, 0.114, -0.067], [-0.058, -0.135, 0.034], [0.001, 0.137, -0.066], [0.069, -0.080, -0.095], [0.004, -0.129, 0.027]],
  "mulliken_charge": [-0.561, -0.446, -0.137, -0.120, 0.025, -0.454, 0.255, 0.361, 0.228, 0.247, 0.278, 0.324],
  "total_charge": 0,
  "spin_multiplicity": 1,
  "lumo_energy_ev": 0.48,
  "homo_ev": -8.791,
  "gap_ha": 0.341
}



{
  "formula": "C4H6O2",
  "method": "ωB97M-V/def2-TZVPD",
  "symbols": ["O", "C", "C", "C", "O", "C", "H", "H", "H", "H", "H", "H"],
  "xyz": [[-0.711363, 1.104387, -1.520252], [-0.203726, 1.230367, -0.244512], [-0.393419, 0.184838, 0.783056], [-0.298086, -1.216052, 0.121019], [1.005867, -0.952079, -0.421639], [1.004059, 0.244116, 0.296210], [-0.941711, 0.174574, -1.668531], [0.694125, 1.838995, -0.197758], [-0.809651, 0.322452, 1.774503], [-0.210080, -2.000676, 0.873918], [-1.018464, -1.517677, -0.651219], [1.893013, 0.578805, 0.845614]],
  "forces_ev_per_angstrom": [[0.080, -0.201, -0.056], [1.531, -0.877, -0.058], [-0.076, -0.111, 0.332], [-0.423, -0.330, 0.039], [0.052, -0.540, 0.121], [0.240, -0.348, -0.049], [0.087, 0.260, -0.137], [-1.073, 2.042, 0.332], [-0.009, -0.029, -0.080], [-0.202, 0.099, 0.009], [0.034, 0.028, 0.157], [-0.242, 0.007, -0.611]],
  "mulliken_charge": [-0.446, -0.247, -0.189, -0.502, -0.384, -0.118, 0.318, 0.327, 0.357, 0.255, 0.224, 0.404],
  "total_charge": 0,
  "spin_multiplicity": 1,
  "lumo_energy_ev": 0.87,
  "homo_ev": -8.275,
  "gap_ha": 0.336
}



{
  "formula": "C4H6O2",
  "method": "ωB97M-V/def2-TZVPD",
  "symbols": ["C", "C", "C", "O", "C", "O", "H", "H", "H", "H", "H", "H"],
  "xyz": [[1.412226, -0.268645, 0.044075], [-0.073350, -0.236813, 0.413377], [-0.892561, 1.048471, 0.258562], [-1.722443, 0.403317, -0.808144], [-0.969303, -0.737936, -0.697057], [-1.001084, -1.755881, -1.310531], [2.096459, 0.072197, 0.834945], [1.667933, -1.307348, -0.196497], [1.605325, 0.333266, -0.852160], [-0.261150, -0.780173, 1.349623], [-0.335475, 1.906568, -0.148198], [-1.526578, 1.322981, 1.112007]],
  "forces_ev_per_angstrom": [[0.019, -0.069, -0.072], [0.290, 0.083, 0.256], [-0.233, 0.131, -0.151], [0.677, -0.026, 0.517], [0.314, -0.489, 0.041], [-0.469, 0.390, -0.187], [-0.431, -0.047, -0.117], [0.037, 0.206, 0.038], [-0.066, -0.091, 0.143], [0.007, 0.197, -0.229], [-0.354, -0.294, 0.127], [0.210, 0.009, -0.366]],
  "mulliken_charge": [-1.317, 0.342, -0.434, -0.354, 0.505, -0.552, 0.347, 0.312, 0.335, 0.301, 0.260, 0.256],
  "total_charge": 0,
  "spin_multiplicity": 1,
  "lumo_energy_ev": 0.87,
  "homo_ev": -10.436,
  "gap_ha": 0.415
}



{
  "formula": "C4H6O2",
  "method": "ωB97M-V/def2-TZVPD",
  "symbols": ["C", "C", "C", "O", "C", "O", "H", "H", "H", "H", "H", "H"],
  "xyz": [[1.559976, 1.052296, -0.093417], [0.512288, 0.340560, 0.705636], [-0.582573, -0.230444, 0.195311], [-1.019616, -0.147510, -1.096215], [-1.423920, -1.156648, 0.996206], [-1.299583, -1.336131, 2.185950], [2.550379, 0.710486, 0.225095], [1.475933, 0.825707, -1.163174], [1.541362, 2.141613, 0.027429], [-0.599893, 0.610711, -1.521341], [0.666835, 0.201004, 1.771569], [-2.165572, -1.715058, 0.390489]],
  "forces_ev_per_angstrom": [[0.047, 0.029, -0.072], [-0.111, -0.134, -0.113], [0.279, 0.068, 0.348], [0.086, 0.145, -0.133], [0.029, -0.069, 0.399], [-0.103, 0.081, -0.510], [-0.119, 0.094, -0.042], [0.018, 0.080, 0.139], [-0.056, -0.134, 0.033], [-0.043, -0.167, -0.018], [-0.016, -0.063, -0.147], [-0.011, 0.070, 0.116]],
  "mulliken_charge": [-1.132, 0.043, 0.277, -0.526, -0.122, -0.494, 0.310, 0.335, 0.289, 0.302, 0.374, 0.345],
  "total_charge": 0,
  "spin_multiplicity": 1,
  "smiles": "C/C=C(\\O)C=O",
  "lumo_energy_ev": 0.43,
  "homo_ev": -9.229,
  "gap_ha": 0.355
}



{
  "formula": "C4H6O2",
  "method": "ωB97M-V/def2-TZVPD",
  "symbols": ["C", "C", "O", "C", "O", "C", "H", "H", "H", "H", "H", "H"],
  "xyz": [[-0.913726, -0.212094, -0.795417], [-0.776468, 1.035955, 0.048527], [-0.100492, 0.792697, 1.164306], [0.547674, -0.468552, 1.298339], [1.211027, -0.721943, 0.063587], [0.547946, -0.496276, -1.063423], [-1.460633, -0.016375, -1.717135], [-1.384087, -1.025989, -0.233896], [0.353848, 1.654601, -0.977748], [1.306688, -0.374996, 2.073413], [-0.172162, -1.259167, 1.526334], [0.840385, 1.092139, -1.386887]],
  "forces_ev_per_angstrom": [[-0.040, 0.028, -0.085], [0.148, -0.225, -0.007], [-0.030, 0.158, -0.072], [-0.086, -0.137, 0.076], [0.071, 0.036, -0.158], [-0.118, 0.098, 0.222], [0.081, -0.055, 0.174], [0.117, 0.090, 0.014], [-0.041, -0.006, 0.017], [-0.128, -0.053, -0.075], [0.038, 0.113, -0.098], [-0.013, -0.045, -0.007]],
  "mulliken_charge": [-0.333, -0.245, -0.201, -0.150, -0.202, -0.245, 0.241, 0.299, 0.143, 0.254, 0.296, 0.144],
  "total_charge": 0,
  "spin_multiplicity": 1,
  "lumo_energy_ev": 0.57,
  "homo_ev": -9.049,
  "gap_ha": 0.353
}



{
  "formula": "C4H6O2",
  "method": "ωB97M-V/def2-TZVPD",
  "symbols": ["C", "C", "C", "C", "H", "H", "H", "H", "H", "H", "O", "O"],
  "xyz": [[1.640231, 0.123929, -0.016924], [0.476861, -0.833282, 0.152575], [-0.808507, -0.410657, -0.419036], [-1.655902, 0.438532, 0.193893], [0.326684, 1.450213, -0.310251], [0.799910, -1.805258, -0.163266], [0.269187, -0.992540, 1.221779], [-1.084308, -0.802863, -1.459901], [-1.373764, 0.966499, 1.235410], [-2.659346, 0.657209, -0.258424], [1.292379, 1.425820, -0.158668], [2.776570, -0.217600, -0.017187]],
  "forces_ev_per_angstrom": [[-0.602, 0.608, -0.114], [0.119, -0.300, 1.162], [-1.881, 0.405, -1.577], [0.111, 0.603, 1.147], [0.334, 0.194, 0.148], [0.173, -0.417, -0.543], [0.507, 0.374, -0.009], [0.298, 0.524, 1.653], [-0.803, -1.454, -2.430], [1.226, 0.029, 0.563], [-0.218, -0.332, -0.134], [0.736, -0.234, 0.135]],
  "mulliken_charge": [0.575, -0.429, -0.303, -0.596, 0.395, 0.346, 0.267, 0.227, 0.238, 0.262, -0.451, -0.531],
  "total_charge": 0,
  "spin_multiplicity": 1,
  "smiles": "C=CCC(=O)O",
  "lumo_energy_ev": 0.80,
  "homo_ev": -10.100,
  "gap_ha": 0.401
}



{
  "formula": "C4H6O2",
  "method": "ωB97M-V/def2-TZVPD",
  "symbols": ["O", "C", "C", "C", "O", "C", "H", "H", "H", "H", "H", "H"],
  "xyz": [[1.461147, -0.810504, -1.158460], [0.267164, -0.740762, -0.437992], [0.241082, -0.324860, 1.075014], [-0.890202, 0.676972, 0.670542], [-0.156592, 1.617991, -0.099931], [-0.642905, 0.434850, -0.746428], [1.754655, 0.104224, -1.273418], [-0.235821, -1.708478, -0.552963], [0.121688, -1.108304, 1.835844], [1.160600, 0.220586, 1.287577], [-1.864682, 0.984767, 1.035528], [-1.216133, 0.653515, -1.635313]],
  "forces_ev_per_angstrom": [[0.342, 0.195, 0.113], [-0.157, -0.047, -0.017], [-0.088, -0.027, 0.027], [0.179, -0.147, 0.275], [0.081, 0.144, -0.217], [-0.064, -0.220, -0.499], [0.161, -0.214, 0.025], [-0.073, 0.314, -0.133], [-0.334, 0.177, -0.465], [-0.202, 0.192, 0.297], [0.415, -0.066, 0.561], [-0.259, -0.301, 0.033]],
  "mulliken_charge": [-0.557, 0.050, -0.671, -0.112, -0.410, -0.419, 0.347, 0.363, 0.306, 0.224, 0.425, 0.454],
  "total_charge": 0,
  "spin_multiplicity": 1,
  "smiles": "O[C@H]1C[C@H]2O[C@@H]12",
  "lumo_energy_ev": 1.06,
  "homo_ev": -9.879,
  "gap_ha": 0.402
}



{
  "formula": "C4H6O2",
  "method": "ωB97M-V/def2-TZVPD",
  "symbols": ["C", "C", "C", "C", "O", "O", "H", "H", "H", "H", "H", "H"],
  "xyz": [[-1.365162, -1.316610, 1.507179], [-1.559969, -0.199939, 0.654364], [0.346806, 1.018565, -0.873820], [1.790907, 0.602208, -1.027363], [-2.216733, -1.750793, 2.263460], [-0.363259, 0.300697, -0.005203], [-0.360248, -1.552549, 1.805114], [-2.659472, 0.003714, 0.459189], [-0.156019, 1.716511, -1.525600], [2.335277, 0.138107, -0.171647], [2.438602, 1.376617, -1.362423], [1.769271, -0.336528, -1.723251]],
  "forces_ev_per_angstrom": [[1.318, 1.193, 1.529], [0.534, 0.761, -2.518], [1.066, 1.281, -0.742], [-0.953, -2.876, -0.312], [-1.618, -0.387, -0.308], [-2.886, -3.140, 3.800], [1.220, -0.427, -0.742], [1.685, 0.663, -0.411], [0.031, 0.009, -0.073], [-1.032, 0.664, 0.124], [0.218, 0.594, -0.811], [0.416, 1.666, 0.463]],
  "lowdin_spin": [0.078, 0.505, 0.640, 0.090, 0.279, 0.305, -0.004, 0.018, 0.038, 0.009, 0.002, 0.042],
  "total_charge": 0,
  "spin_multiplicity": 3,
  "lumo_energy_ev": [0.99, -1.62],
  "homo_ev": [-6.865, -10.039],
  "gap_ha": [0.289, 0.309],
  "s_squared": 2.020
}



Sequential energy above the lowest of the compared OMol25 structures with the same formula, charge and spin output: 83.2; 106.8; 15.9; 28.9; 161.8; 22.6; 64.4; 23.1 kcal per mole
Sequential max |F| output: 0.58; 2.33; 0.85; 0.53; 0.27; 2.94; 0.70; 5.71 eV/A